[1]
This record from the OMol25 dataset describes 3 unconnected molecules or ions with the total composition C3H9NO2S. The level of theory is the ωB97M-V functional and the def2-TZVPD basis.

Each line ends with the Löwdin charge.
Element x y z (Å)
C 0.337 -0.508 1.713  -0.07
C -0.194 0.643 2.037  0.01
S -1.867 2.209 -0.773  0.37
C 0.404 -1.002 0.213  -0.58
N 1.713 -0.767 -0.379  0.12
O -0.044 -2.179 0.150  0.11
H 0.537 -1.287 2.443  0.11
H -0.322 -0.258 -0.372  0.18
H -0.359 0.979 3.048  0.07
H -0.319 1.335 1.233  -0.02
H -1.019 2.987 -0.089  -0.29
H 2.220 -1.637 -0.237  0.09
H 1.616 -0.691 -1.396  0.08
H -1.087 0.697 -2.098  -0.13
H -1.075 -0.475 -3.089  0.06
O -0.541 -0.048 -2.404  -0.12

Results
LUMO: -0.164 Eh
molar mass: 123.2 g mol⁻¹
gap between HOMO and LUMO: 4.31 eV
energy relative to the best compared isomer or geometry (same formula, charge and spin): 178.72 kcal per mole
highest occupied orbital energy: -8.78 eV
E: -19670.6630 eV



[2]
This record from the OMol25 dataset describes a single C3H9NO2S molecule. The level of theory is the ωB97M-V functional and the def2-TZVPD basis.

Each line ends with the Löwdin charge.
Element x y z (Å)
C -0.557 1.812 -0.004  -0.09
C 0.491 -0.547 0.372  -0.32
C -0.331 0.400 -0.500  -0.33
N 0.637 -1.901 -0.096  0.02
O -2.352 -0.304 1.311  -0.36
O -3.052 0.230 -0.961  -0.38
S -2.039 -0.365 -0.076  0.71
H -1.338 1.876 0.825  0.10
H 0.359 2.380 0.455  0.13
H -0.893 2.376 -0.754  0.02
H 1.441 -0.169 0.575  0.10
H -0.029 -0.473 1.248  0.07
H -0.196 0.227 -1.510  0.10
H 1.295 -1.966 -0.838  0.07
H 0.798 -2.538 0.671  0.09
H -2.022 -1.709 -0.285  0.08

Results
LUMO: 0.025 Eh
molar mass: 123.2 g mol⁻¹
gap between HOMO and LUMO: 10.34 eV
energy relative to the best compared isomer or geometry (same formula, charge and spin): 76.40 kcal per mole
highest occupied orbital energy: -9.65 eV
E: -19675.1001 eV
SMILES string: C[C@@H](CN)[SH](=O)=O



[3]
This record from the OMol25 dataset describes 3 unconnected molecules or ions with the total composition C3H9NO2S. The level of theory is the ωB97M-V functional and the def2-TZVPD basis.

Each line ends with the Löwdin charge.
Element x y z (Å)
C -1.251 -0.039 1.416  -0.12
C -1.882 1.060 0.991  0.03
S 0.851 2.254 -1.087  0.43
C -0.097 -0.700 0.776  -0.59
N -0.476 -1.558 -0.378  0.16
O 0.649 -1.416 1.583  0.08
H -1.649 -0.495 2.390  0.14
H 0.519 0.174 0.330  0.13
H -2.726 1.428 1.520  0.06
H -1.447 1.577 0.133  0.00
H 0.700 2.774 -2.311  -0.27
H -0.522 -2.514 0.004  0.10
H 0.348 -1.636 -0.996  0.07
H 1.843 0.351 -1.356  -0.13
H 3.049 -0.676 -1.485  0.04
O 2.093 -0.585 -1.530  -0.13

Results
LUMO: -0.168 Eh
molar mass: 123.2 g mol⁻¹
gap between HOMO and LUMO: 4.41 eV
energy relative to the best compared isomer or geometry (same formula, charge and spin): 177.15 kcal per mole
highest occupied orbital energy: -8.99 eV
E: -19670.7313 eV



[4]
This record from the OMol25 dataset describes 2 unconnected molecules or ions with the total composition C3H9NO2S. The level of theory is the ωB97M-V functional and the def2-TZVPD basis.

Each line ends with the Löwdin charge.
Element x y z (Å)
O 1.407 -2.571 1.138  0.06
C 1.718 -1.987 0.137  -0.22
C 0.820 -0.778 -0.340  -0.41
C 1.743 0.469 -0.557  -0.51
S 1.509 2.234 0.004  0.68
N 0.182 -1.067 -1.601  0.02
H 2.526 -2.365 -0.511  0.13
H 0.082 -0.483 0.487  0.15
H 1.820 0.437 -1.645  0.06
H 2.655 0.255 0.017  0.05
H 0.243 2.440 -0.368  -0.17
H -0.677 -1.601 -1.584  0.08
H 0.091 -0.294 -2.239  0.07
H -7.037 1.033 2.075  0.03
H -6.139 0.355 1.045  0.03
O -7.012 0.746 1.155  -0.06

Results
LUMO: 0.021 Eh
molar mass: 123.2 g mol⁻¹
gap between HOMO and LUMO: 9.86 eV
energy relative to the best compared isomer or geometry (same formula, charge and spin): 57.88 kcal per mole
highest occupied orbital energy: -9.29 eV
E: -19675.9033 eV
SMILES string: N[C@@H](C=O)CS.O